Record 1
Density functional theory data (the ωB97M-V functional and the def2-TZVPD basis) for a 34-piece molecular cluster, C81H221N9O34 overall in a non-equilibrium geometry.

LUMO ... -0.36 eV
HOMO level ... -7.6 eV
Gap between HOMO and LUMO ... 7.22 eV
Electronic energy ... -6269.0545 Eh

Each line ends with the Mulliken charge.
Atoms and positions in Å:
O -2.36 -2.24 1.57  -0.65
O -6.31 -2.97 4.88  -0.54
O -6.36 3.10 -1.18  -0.56
O -7.06 2.38 -3.75  -0.69
O -7.24 -0.08 0.11  -0.68
O 1.82 -4.40 5.24  -0.42
O -1.33 -0.91 6.16  1.05
O -2.43 1.75 7.06  -0.63
O -5.20 2.55 1.82  -0.59
O 2.32 0.51 -7.22  -0.37
O -5.48 -4.00 -1.88  -0.76
O -3.17 -5.84 -0.62  -0.50
O -3.99 -5.33 -3.99  -0.69
O -2.61 -1.54 -5.04  1.22
O 1.72 2.59 10.17  -0.47
O 0.67 -2.45 7.39  -0.56
O -6.36 1.59 7.23  -0.67
O -6.53 -4.47 -5.38  -0.66
O 0.03 -7.92 -2.43  -0.50
O -4.37 -1.15 5.83  -0.31
O 2.39 1.99 1.77  1.62
O -4.06 7.33 1.23  -0.58
O 2.54 -1.13 0.90  1.91
O -4.75 5.10 2.39  -0.77
O -7.25 -1.98 1.80  -0.67
O -4.67 1.56 4.99  -0.20
O -3.26 -1.80 8.18  -0.71
O 0.42 -2.00 -4.91  -0.35
O -7.72 -0.17 5.30  -0.61
O -6.97 -0.29 -2.67  -0.34
O -8.30 -3.18 -3.21  -0.64
O -1.46 9.07 -2.94  -0.52
O -7.98 2.40 1.70  -0.69
O -1.69 3.69 5.26  -0.50
N -1.93 -1.03 0.93  1.56
N -2.63 -1.17 -6.32  -0.08
N 3.09 3.23 1.64  -0.30
N -0.52 8.05 -2.97  0.42
N 1.04 -5.30 4.56  0.35
N 3.79 -1.30 0.36  0.13
N 2.73 2.46 9.29  0.36
N 1.20 -7.50 -2.99  0.49
N 2.79 1.85 -6.99  0.47
C -1.06 -6.73 4.39  -1.46
C 3.09 4.26 -7.68  -2.12
C -2.46 -1.94 -1.24  -1.42
C 1.00 6.62 -1.57  -0.98
C -2.57 0.66 2.72  -0.85
C 5.05 -0.81 2.31  -2.55
C 3.89 3.39 0.39  2.76
C -2.58 0.58 -8.10  -0.95
C 3.42 3.68 2.96  1.20
C -1.50 0.92 -5.85  -1.83
C 3.63 -7.37 -2.87  -2.14
C 3.07 2.11 -5.59  1.10
C 3.87 3.45 -5.38  -0.69
C -3.44 -0.35 -8.91  -1.06
C 3.01 -2.93 -1.26  -0.23
C 2.35 -7.81 -0.65  -1.45
C -0.32 -0.64 2.78  -1.57
C 0.43 -5.06 -2.50  -0.63
C 5.14 -1.98 -1.75  -1.40
C 4.92 3.10 8.63  -1.50
C 2.96 3.30 -0.83  -2.02
C 0.12 7.71 -4.31  2.23
C 5.26 5.13 1.84  -0.72
C 3.72 -5.98 -3.33  0.40
C 4.91 2.41 0.10  -1.21
C -4.20 -0.37 -0.16  -0.54
C 4.80 -1.94 1.25  2.35
C 4.10 4.00 10.79  -1.84
C 2.37 -8.03 -2.23  1.77
C 1.09 1.72 7.52  -1.76
C 3.75 -1.63 -1.06  1.63
C -1.40 0.03 1.85  2.61
C 4.66 4.84 0.47  -0.99
C 2.38 -9.55 -2.54  -1.84
C 4.80 1.60 10.72  -1.65
C -0.33 -5.78 6.65  -1.79
C 1.36 -5.51 3.14  2.20
C -2.67 0.26 -6.59  1.98
C -3.97 0.90 -6.06  -1.77
C 4.46 -3.28 1.89  -1.99
C 4.15 5.15 2.84  -1.40
C -1.01 7.47 -5.32  -2.25
C -3.20 -2.20 -7.17  1.57
C 6.05 -2.83 -0.84  -0.55
C -4.64 -2.45 -6.65  -1.63
C 0.92 -4.31 2.29  -0.72
C -1.11 -4.22 4.90  -1.02
C 1.11 8.84 -4.88  -1.93
C 2.43 1.64 8.15  1.81
C 2.59 0.07 8.43  -1.69
C 0.62 -6.77 2.62  -1.38
C 1.72 2.28 -4.85  -0.02
C -2.67 -0.69 -0.30  2.55
C 1.76 6.30 -2.91  0.01
C 1.06 -6.10 -3.48  1.46
C 6.12 -2.12 0.48  -1.77
C 2.87 2.26 -9.32  -2.00
C 0.95 6.39 -4.18  -0.89
C 2.95 -5.93 3.06  -1.41
C -0.78 -6.95 2.91  -0.27
C -1.48 1.72 -0.14  -1.85
C -2.48 -3.56 -7.09  -1.28
C -0.80 7.87 -0.49  -1.85
C 4.01 0.96 -4.91  -1.85
C -3.21 -1.85 -8.70  -1.31
C -1.98 0.50 -0.97  -1.76
C 2.37 2.88 -7.97  1.92
C 3.10 -0.48 -1.92  -1.26
C -0.31 -5.50 5.12  2.00
C 3.44 1.96 7.00  -0.58
C 3.24 4.66 -6.19  0.62
C 4.50 2.82 3.67  -0.71
C 0.06 -6.03 -4.73  -1.95
C 4.87 2.15 7.39  -0.94
C -0.69 1.14 1.06  -0.47
C 2.40 -5.66 -4.14  -1.15
C 1.30 9.08 -1.45  -1.78
C 4.09 2.74 9.93  1.45
C 0.23 7.95 -1.67  1.57
C 0.83 3.11 -7.96  -1.40
C 2.29 3.89 3.94  -2.33
H 1.47 1.22 -4.88  -0.21
H 1.18 -3.38 2.80  0.14
H -7.18 2.93 -0.71  0.28
H -7.40 3.13 -4.23  0.24
H 1.75 6.68 -0.78  0.17
H 1.36 -8.05 -0.27  0.46
H 5.08 3.26 4.48  0.14
H 2.19 4.75 -5.93  -0.90
H 3.60 -0.04 -4.83  0.44
H 1.07 -7.63 3.11  0.87
H 5.25 2.38 3.01  0.28
H 6.08 4.44 2.04  0.32
H 2.50 -4.58 -4.25  -0.04
H -0.42 -8.33 -3.17  0.37
H 3.94 4.04 -4.46  -0.06
H -1.53 8.68 -0.56  0.44
H 4.52 5.53 3.79  0.46
H -3.28 -4.78 -4.31  0.32
H 1.73 -0.44 8.85  0.27
H -2.55 -3.98 -6.08  -0.20
H 0.71 -3.13 8.06  0.26
H 0.73 -1.33 -5.52  0.09
H -6.62 -4.12 -4.50  0.36
H -3.87 1.95 -6.36  0.49
H -1.43 -3.59 -7.39  0.40
H 4.15 1.22 -3.86  0.13
H 4.68 -5.65 -3.72  0.72
H 4.19 -0.64 2.95  0.31
H -3.04 -1.74 -2.14  -0.10
H -3.92 6.41 1.47  0.41
H -0.87 2.40 -0.74  0.62
H 0.97 0.94 6.77  -0.03
H 0.23 -5.14 -5.34  0.18
H -0.72 6.84 -6.16  0.36
H 2.08 5.26 -2.90  -0.10
H -1.06 -7.98 2.71  0.65
H -1.36 -5.77 7.00  0.37
H 7.04 -3.07 -1.21  0.53
H -3.66 -1.70 7.32  0.40
H -1.58 0.68 -4.79  -0.14
H -4.78 -0.46 -1.08  0.21
H 3.76 5.60 -5.99  1.01
H 3.97 5.65 0.21  0.02
H 0.81 9.66 -4.23  0.43
H -2.33 -1.95 7.99  0.23
H 3.61 -5.22 3.55  0.38
H -0.60 -1.22 6.69  0.09
H -4.96 -3.74 -1.13  0.30
H 3.46 5.98 2.71  0.54
H 2.06 -0.37 -1.59  -0.11
H 0.33 -4.04 -2.87  -0.07
H 2.79 -3.04 -2.32  -0.07
H -1.61 0.32 -8.52  0.27
H -7.07 -0.27 4.62  0.21
H 0.21 0.76 0.59  -1.01
H 0.99 10.11 -1.60  0.38
H 0.46 5.72 -1.27  -0.16
H -2.00 2.45 6.57  0.39
H 0.36 3.03 -8.94  0.55
H -7.75 -2.40 -3.21  0.31
H 2.72 2.25 -0.99  -0.27
H -1.25 6.88 -0.54  0.42
H 0.40 -1.24 2.22  0.01
H 1.86 2.95 4.30  0.26
H 2.37 -6.17 -5.11  0.63
H 3.15 -9.97 -1.89  0.38
H -2.00 0.95 6.75  0.10
H -4.69 -1.13 0.45  0.47
H -4.84 7.59 1.72  0.25
H 0.41 4.07 -7.66  0.08
H -4.23 -4.94 -3.15  0.30
H 1.46 -10.01 -2.19  0.37
H 3.47 1.22 6.21  0.46
H 5.70 -3.86 -0.74  0.21
H -1.69 -1.80 -4.95  -0.14
H 0.15 -5.02 7.26  0.08
H -5.32 -3.32 -2.53  0.31
H -1.53 -1.66 5.59  -0.63
H 3.92 1.99 -9.22  0.46
H 3.83 -8.03 -3.72  0.44
H -1.40 -2.03 -1.49  0.41
H -7.15 -0.84 0.68  0.37
H -8.66 -3.22 -4.10  0.29
H 6.58 -1.14 0.30  0.26
H 2.90 3.03 -10.09  0.46
H -0.24 7.87 0.45  0.37
H -4.91 0.44 -6.34  0.18
H -2.53 0.77 -1.87  0.79
H -4.13 -5.90 -0.61  0.24
H 4.55 4.04 8.21  0.44
H -6.59 2.98 -2.11  0.33
H 3.60 -3.74 -0.82  -0.15
H 4.48 -7.58 -2.23  0.47
H 3.14 2.92 6.58  0.01
H -4.44 0.05 -8.72  0.38
H -7.07 2.34 1.98  0.43
H 0.93 2.77 7.26  0.37
H 4.08 4.24 -8.14  0.38
H 2.42 5.00 -8.11  0.49
H 1.93 9.00 -2.34  0.45
H 1.44 4.48 3.59  0.56
H -3.72 1.62 4.90  0.14
H 1.94 8.92 -0.59  0.35
H 2.86 -0.46 7.51  0.31
H -5.23 2.30 0.89  0.09
H -7.61 0.61 0.67  0.19
H -5.70 -4.95 -5.37  0.33
H -2.87 1.61 -8.30  0.47
H -0.52 -5.37 -2.07  0.50
H -0.82 4.06 5.41  0.21
H -2.23 -2.01 -9.15  0.42
H -1.39 -6.36 2.21  -0.28
H 1.54 2.28 1.41  -0.14
H 3.18 -8.40 -0.28  0.51
H 5.18 1.13 7.60  0.34
H -6.74 -3.73 4.50  0.22
H -5.01 1.91 4.17  0.12
H 4.38 3.65 11.78  0.43
H -2.15 8.73 -3.52  0.37
H -6.73 1.79 -4.43  0.29
H -4.77 -2.47 -5.57  0.08
H -2.77 -0.07 3.51  0.30
H -1.12 0.07 -1.49  0.05
H 1.65 6.45 -5.01  0.25
H 4.13 1.12 11.43  0.29
H 3.16 0.09 -7.43  0.33
H -3.55 0.81 2.27  -0.31
H 5.21 2.43 -0.95  0.43
H -0.96 -6.36 -4.53  0.27
H 2.33 -4.93 5.86  0.37
H -4.41 0.64 0.19  -0.85
H 0.08 -6.74 6.96  0.48
H -2.29 2.32 0.28  0.26
H 5.09 0.93 9.91  0.46
H 5.42 2.70 6.62  0.27
H 0.40 -6.82 -5.39  0.68
H 0.40 5.45 -4.24  0.24
H 5.64 6.15 1.90  0.50
H -8.46 1.87 2.34  0.30
H 2.85 -0.86 -2.91  0.06
H 5.71 1.99 11.18  0.53
H -0.66 0.35 -6.25  0.08
H 5.15 -3.62 2.65  0.54
H 2.51 4.57 4.77  0.54
H -4.06 1.16 -5.00  0.23
H 3.77 -5.44 -2.39  -0.63
H 5.99 3.16 8.80  0.49
H 0.30 2.38 -7.35  -0.02
H -1.30 -3.95 3.87  0.13
H -0.74 -1.26 3.57  0.10
H 5.62 -1.07 -2.12  0.47
H 5.03 -2.54 -2.68  0.31
H 0.23 1.64 8.19  0.68
H -3.01 -4.37 -7.58  0.46
H 2.70 6.84 -2.95  0.21
H 4.66 1.41 0.47  -0.90
H 2.61 -0.24 1.24  -0.70
H 3.12 4.48 10.77  0.37
H 1.03 -5.03 -1.59  -0.14
H -6.97 -0.23 -1.71  0.31
H -7.13 0.61 -2.96  0.26
H 1.90 3.56 -0.78  0.18
H -2.28 4.45 5.25  0.24
H 6.83 -2.67 1.09  0.56
H 3.23 -6.94 3.35  0.47
H 5.38 4.81 -0.34  0.46
H -0.54 -3.35 5.21  -0.47
H -7.54 -2.77 1.34  0.31
H 5.41 0.12 1.86  0.55
H 1.97 -2.99 -0.94  -0.54
H 4.96 0.96 -5.44  0.57
H 1.06 2.95 -5.39  0.00
H 3.24 -5.83 2.01  0.03
H -0.39 1.94 1.73  1.08
H 0.76 -2.93 6.56  -0.02
H -1.74 6.90 -4.75  0.54
H 4.87 4.76 10.65  0.35
H 0.96 9.13 -5.92  0.42
H 3.57 0.50 -1.87  0.02
H 3.61 -3.15 2.56  0.32
H -5.63 5.09 2.76  0.30
H -8.40 -0.81 5.08  0.31
H -6.31 -3.15 5.83  0.25
H 2.42 -6.73 -0.49  0.04
H 4.37 -4.08 1.15  0.31
H -5.04 -1.67 5.39  0.19
H -2.06 -4.22 5.44  0.71
H -1.47 8.38 -5.70  0.41
H -4.60 -0.24 5.64  0.10
H 2.32 1.35 -9.56  0.36
H -5.27 -1.60 -6.91  0.32
H -2.14 -6.61 4.45  0.36
H -2.73 -2.95 -0.95  0.01
H -4.98 3.48 1.81  0.40
H -4.18 5.30 3.13  0.33
H 5.89 -1.16 2.92  0.53
H -0.78 -7.65 4.90  0.38
H -6.38 -2.20 2.14  0.26
H 5.86 2.64 0.58  0.65
H 2.17 8.71 -4.66  0.30
H 0.34 0.03 3.34  0.15
H -2.23 1.52 3.31  0.27
H 3.96 2.01 4.16  -0.18
H -1.57 -2.78 1.66  0.07
H 3.37 3.49 -1.82  0.63
H 4.90 3.26 -5.68  0.50
H -3.95 -2.42 -9.25  0.38
H 1.99 1.89 10.77  0.36
H -2.93 -5.69 0.29  0.25
H -3.14 -0.08 -9.92  0.48
H 1.56 -4.38 1.41  -0.02
H -0.15 -4.32 2.07  -0.20
H -6.87 0.95 6.73  0.35
H 0.64 -6.87 1.53  -0.25
H 0.97 -2.76 -5.09  0.06
H -5.56 1.71 6.72  0.31
H -1.49 1.99 -6.02  0.72
H 2.55 -9.69 -3.61  0.49
H 3.46 0.03 9.09  0.37
H -4.86 -3.42 -7.11  0.50
H 1.82 2.57 -3.81  -0.11

Record 2
Density functional theory data (the ωB97M-V functional and the def2-TZVPD basis) for C11H14Br6Cl2F6O4 as an isolated structure in a non-equilibrium geometry.

LUMO ... -0.37 eV
HOMO level ... -10.4 eV
Gap between HOMO and LUMO ... 10.00 eV
Electronic energy ... -17692.1478 Eh

Each line ends with the Mulliken charge.
Atoms and positions in Å:
Br -0.13 0.57 -5.97  0.03
Br -3.85 -5.45 -2.98  0.00
Br -2.39 2.82 -5.18  -0.04
Br -2.07 -3.10 -1.95  0.05
Br -5.17 -2.82 -1.85  -0.01
Br 0.70 3.01 -4.19  0.01
Cl -0.19 -0.60 -0.88  -0.19
Cl -1.71 1.88 -0.26  -0.20
F -1.29 0.03 6.21  -0.23
F 5.60 2.23 -1.48  -0.27
F 4.94 0.35 -2.15  -0.28
F -0.80 -2.13 6.00  -0.25
F -2.88 -1.32 5.93  -0.24
F 4.22 2.10 -3.08  -0.22
O -2.34 -1.55 3.41  -0.34
O -0.41 -0.41 3.52  -0.52
O 3.79 1.43 0.30  -0.35
O 2.23 1.85 -1.23  -0.42
C -0.49 2.32 -5.59  -0.37
C 2.67 2.86 1.76  -1.23
C -3.76 -3.59 -2.83  -0.35
C -0.93 0.85 -1.53  0.24
C 3.35 1.68 -0.90  0.36
C -1.00 -2.85 1.77  -0.88
C -2.12 -1.80 1.95  0.11
C 2.79 1.40 1.34  0.20
C -1.33 -0.98 4.04  0.41
C 4.51 1.60 -1.94  0.87
C -1.58 -1.08 5.56  0.80
H -1.88 -0.78 1.62  0.20
H -1.35 -3.79 2.24  0.36
H -3.07 -2.23 1.54  0.21
H -1.68 0.49 -2.15  0.42
H 2.27 3.42 0.96  0.31
H -0.23 1.44 -2.06  -0.28
H -1.02 -2.95 0.72  0.07
H 3.13 0.76 2.13  0.29
H 2.04 3.03 2.61  0.41
H 3.66 3.27 1.94  0.33
H 1.87 1.06 0.90  0.02
H -0.30 2.80 -6.55  0.35
H 0.04 -2.66 2.09  0.31
H -3.84 -3.16 -3.80  0.34

Record 3
Density functional theory data (the ωB97M-V functional and the def2-TZVPD basis) for an isolated molecule of C3H5N3O in a non-equilibrium geometry.

LUMO ... 0.74 eV
SMILES ... Nc1c[nH]c(=O)[nH]1
HOMO level ... -8.1 eV
Gap between HOMO and LUMO ... 8.81 eV
Electronic energy ... -356.8082 Eh

Each line ends with the Mulliken charge.
Atoms and positions in Å:
O 2.31 -0.08 1.63  -0.71
N -0.04 0.08 1.08  -0.05
N 1.53 -0.17 -0.41  -0.16
N -2.08 0.15 -0.21  -0.50
C -0.67 0.04 -0.17  0.39
C 0.30 -0.12 -1.11  -0.67
C 1.31 -0.05 0.91  0.22
H 0.18 -0.19 -2.18  0.41
H -2.53 -0.61 -0.72  0.26
H -0.50 0.16 1.97  0.20
H -2.40 1.04 -0.58  0.25
H 2.57 -0.25 -0.22  0.34